(1)
ORCA calculation (wB97M-V/def2-TZVPD) on C3H2O3 in the gas phase at a distorted geometry.

## Properties
Net charge: 0
Maximum force: 2.494 eV Å⁻¹
Kohn-Sham gap: 0.340 Eh
Highest occupied orbital energy: -9.3 eV
Structure (SMILES): O=C=COC=O

CARTESIAN COORDINATES (ANGSTROEM)
1 O 2.490 1.107 -0.079
2 O -3.097 -0.072 -0.078
3 O 0.260 0.786 0.057
4 C 1.545 0.424 -0.033
5 C -1.954 -0.158 0.073
6 C -0.634 -0.265 0.099
7 H 1.509 -0.633 0.102
8 H -0.120 -1.189 -0.141

Cartesian forces, eV/Å:
O 0.964 1.466 -0.425
O -0.259 -0.122 0.474
O -1.021 2.275 -0.021
C -1.108 -1.292 1.039
C 1.199 0.429 -0.652
C 0.037 -0.745 -0.484
H 1.109 -1.529 -0.238
H -0.922 -0.483 0.308

Just the Löwdin charges please, in e? Sure, here they are: atom 1 (O): 0.1504, atom 2 (O): 0.2056, atom 3 (O): 0.0238, atom 4 (C): -0.3680, atom 5 (C): -0.1188, atom 6 (C): -0.1225, atom 7 (H): 0.1156, atom 8 (H): 0.1139

=====

(2)
ORCA calculation (wB97M-V/def2-TZVPD) on C3H2O3 in the gas phase.

## Properties
Net charge: 0
Maximum force: 0.597 eV Å⁻¹
Kohn-Sham gap: 0.325 Eh
Highest occupied orbital energy: -10.0 eV
Structure (SMILES): O=CC(=O)C=O

CARTESIAN COORDINATES (ANGSTROEM)
1 O 1.244 -1.339 0.548
2 O -0.311 0.982 -1.482
3 O -1.925 -0.058 0.985
4 C -0.888 0.526 0.808
5 C -0.101 0.328 -0.490
6 C 0.974 -0.756 -0.470
7 H 1.479 -0.928 -1.440
8 H -0.472 1.245 1.541

Cartesian forces, eV/Å:
O -0.131 0.299 -0.499
O 0.116 -0.286 0.504
O 0.519 0.264 -0.082
C -0.489 -0.154 0.102
C -0.125 0.233 -0.413
C 0.197 -0.286 0.346
H -0.043 -0.012 0.096
H -0.044 -0.058 -0.054

Just the Löwdin charges please, in e? Sure, here they are: atom 1 (O): 0.1011, atom 2 (O): 0.1408, atom 3 (O): 0.1019, atom 4 (C): -0.1646, atom 5 (C): -0.2973, atom 6 (C): -0.1549, atom 7 (H): 0.1362, atom 8 (H): 0.1369

=====

(3)
ORCA calculation (wB97M-V/def2-TZVPD) on C3H2O3 in the gas phase.

## Properties
Net charge: 0
Maximum force: 0.632 eV Å⁻¹
Kohn-Sham gap: 0.328 Eh
Highest occupied orbital energy: -10.0 eV
Structure (SMILES): O=CC(=O)C=O

CARTESIAN COORDINATES (ANGSTROEM)
1 O 0.941 -1.572 0.142
2 O -1.663 -0.109 1.229
3 O 0.328 1.722 -0.632
4 C 0.326 -0.541 0.041
5 C 0.996 0.808 -0.214
6 C -1.197 -0.454 0.174
7 H -1.815 -0.726 -0.702
8 H 2.085 0.872 -0.037

Cartesian forces, eV/Å:
O -0.287 0.526 -0.095
O 0.180 -0.184 -0.547
O 0.399 -0.439 0.217
C 0.205 -0.331 0.087
C -0.191 0.431 -0.180
C -0.250 0.090 0.456
H 0.033 -0.048 0.105
H -0.089 -0.044 -0.043

Just the Löwdin charges please, in e? Sure, here they are: atom 1 (O): 0.1402, atom 2 (O): 0.1005, atom 3 (O): 0.0990, atom 4 (C): -0.2995, atom 5 (C): -0.1495, atom 6 (C): -0.1643, atom 7 (H): 0.1370, atom 8 (H): 0.1366

=====

(4)
ORCA calculation (wB97M-V/def2-TZVPD) on a molecular structure, C3H2O3 at a distorted geometry.

## Properties
Net charge: 0
Maximum force: 2.762 eV Å⁻¹
Kohn-Sham gap: 0.309 Eh
Highest occupied orbital energy: -9.3 eV

CARTESIAN COORDINATES (ANGSTROEM)
1 O -1.649 -0.674 -0.492
2 O 0.529 1.785 0.645
3 O 1.392 -1.394 -0.736
4 C -0.509 1.302 0.266
5 C 0.562 -0.953 0.163
6 C -0.606 -0.160 -0.136
7 H -1.450 1.869 0.144
8 H 1.730 -1.774 0.145

Cartesian forces, eV/Å:
O 0.107 0.215 0.053
O -0.523 -0.224 -0.230
O 0.033 -0.283 2.198
C 0.303 0.391 0.126
C -1.258 0.767 0.235
C -0.441 0.049 -0.488
H 0.057 0.027 0.050
H 1.722 -0.943 -1.944

Just the Löwdin charges please, in e? Sure, here they are: atom 1 (O): 0.1015, atom 2 (O): 0.0872, atom 3 (O): 0.1252, atom 4 (C): -0.1632, atom 5 (C): -0.0096, atom 6 (C): -0.4006, atom 7 (H): 0.1344, atom 8 (H): 0.1251

=====

(5)
ORCA calculation (wB97M-V/def2-TZVPD) on a molecular structure, C3H2O3Pr at a distorted geometry.

## Properties
Net charge: +2
Maximum force: 7.563 eV Å⁻¹
⟨S²⟩: 3.752
Kohn-Sham gap (spin up / spin down): 0.255 / 0.290 Eh
2S+1: 4
Highest occupied orbital energy (spin up / spin down): -16.5 / -17.4 eV

CARTESIAN COORDINATES (ANGSTROEM)
1 Pr -0.567 -1.178 0.571
2 O -4.153 -1.507 3.808
3 O 1.062 0.073 -0.758
4 O -2.449 -1.470 2.245
5 C -3.312 -1.486 3.034
6 C 2.055 0.381 -1.496
7 C 2.372 1.437 -2.251
8 H 3.286 1.442 -2.846
9 H 1.705 2.309 -2.308

Cartesian forces, eV/Å:
Pr 0.126 -0.006 -0.106
O 0.644 0.032 -0.611
O 4.034 -1.347 -1.687
O 1.116 0.124 -1.036
C -1.868 -0.113 1.739
C -6.002 4.438 1.215
C 2.188 -2.663 -0.070
H -0.238 0.144 0.144
H 0.001 -0.608 0.412

Just the Löwdin charges please, in e? Sure, here they are: atom 1 (Pr): 1.8122, atom 2 (O): 0.3562, atom 3 (O): -0.1951, atom 4 (O): 0.0141, atom 5 (C): -0.3068, atom 6 (C): -0.0194, atom 7 (C): 0.1146, atom 8 (H): 0.0978, atom 9 (H): 0.1265

=====

(6)
ORCA calculation (wB97M-V/def2-TZVPD) on C3H2O3S in the gas phase at a distorted geometry.

## Properties
Net charge: 0
Maximum force: 1.676 eV Å⁻¹
Kohn-Sham gap: 0.323 Eh
Highest occupied orbital energy: -8.6 eV
Structure (SMILES): Oc1coc(=S)o1

CARTESIAN COORDINATES (ANGSTROEM)
1 S 2.864 -1.312 -0.306
2 O 0.944 0.492 -0.539
3 O 0.339 -1.333 0.512
4 O -0.911 1.783 -0.541
5 C 1.368 -0.720 -0.094
6 C -0.369 0.626 -0.179
7 C -0.757 -0.488 0.469
8 H -1.648 -0.819 0.916
9 H -1.830 1.771 -0.237

Cartesian forces, eV/Å:
S -0.312 0.107 0.097
O -0.259 0.051 0.131
O 0.383 -0.014 -0.043
O -0.327 -0.186 0.182
C 0.318 -0.279 -0.154
C 0.133 -0.955 0.417
C 0.753 1.245 -0.833
H -0.770 -0.211 0.343
H 0.082 0.242 -0.142

Just the Löwdin charges please, in e? Sure, here they are: atom 1 (S): 0.7292, atom 2 (O): 0.0909, atom 3 (O): 0.0134, atom 4 (O): 0.1510, atom 5 (C): -0.8858, atom 6 (C): -0.3555, atom 7 (C): -0.0032, atom 8 (H): 0.1202, atom 9 (H): 0.1398

=====

(7)
ORCA calculation (wB97M-V/def2-TZVPD) on a molecular structure, C3H2O3Tl at a distorted geometry.

## Properties
Net charge: +1
Maximum force: 4.047 eV Å⁻¹
Kohn-Sham gap: 0.361 Eh
Highest occupied orbital energy: -14.1 eV

CARTESIAN COORDINATES (ANGSTROEM)
1 Tl -0.861 1.316 -2.766
2 O 1.357 0.107 0.808
3 O 0.164 0.707 -1.005
4 O -0.696 -0.585 0.641
5 C -0.163 -1.201 1.744
6 C 0.288 0.094 0.025
7 C 1.114 -0.767 1.866
8 H -0.466 -0.839 2.820
9 H 1.980 -1.270 2.285

Cartesian forces, eV/Å:
Tl -1.369 0.854 -2.415
O 0.939 -0.713 -0.953
O 1.315 -0.526 1.226
O -0.127 0.648 -1.061
C 0.572 1.670 3.642
C -0.604 -0.118 2.450
C 0.614 -0.711 -2.174
H -1.180 -1.967 -1.462
H -0.162 0.863 0.747

Just the Löwdin charges please, in e? Sure, here they are: atom 1 (Tl): 1.1076, atom 2 (O): 0.1654, atom 3 (O): -0.2039, atom 4 (O): 0.1277, atom 5 (C): -0.0568, atom 6 (C): -0.5165, atom 7 (C): 0.0071, atom 8 (H): 0.2082, atom 9 (H): 0.1613

=====

(8)
ORCA calculation (wB97M-V/def2-TZVPD) on a molecular structure, C3H2O4 at a distorted geometry.

## Properties
Net charge: 0
Maximum force: 9.975 eV Å⁻¹
⟨S²⟩: 2.003
Kohn-Sham gap (spin up / spin down): 0.317 / 0.344 Eh
2S+1: 3
Highest occupied orbital energy (spin up / spin down): -7.9 / -11.5 eV

CARTESIAN COORDINATES (ANGSTROEM)
1 O 1.186 -0.392 1.188
2 O -1.391 0.737 0.647
3 O 1.184 -1.386 -0.590
4 O 0.506 0.750 -0.736
5 C -0.656 0.089 -0.219
6 C 0.242 -1.056 0.355
7 C 1.376 -0.136 -0.121
8 H -1.220 -0.202 -1.007
9 H -1.227 1.596 0.484

Cartesian forces, eV/Å:
O -1.806 1.026 1.096
O -1.580 -2.664 2.723
O -1.301 -1.380 -1.932
O 0.749 0.638 0.989
C 1.529 -2.495 0.041
C -4.407 -4.085 3.161
C 7.980 5.182 -2.997
H -1.661 -1.315 -2.750
H 0.498 5.094 -0.331

Just the Löwdin charges please, in e? Sure, here they are: atom 1 (O): 0.1762, atom 2 (O): 0.1586, atom 3 (O): 0.1806, atom 4 (O): 0.1105, atom 5 (C): -0.3355, atom 6 (C): -0.0912, atom 7 (C): -0.4059, atom 8 (H): 0.1344, atom 9 (H): 0.0722

=====

(9)
ORCA calculation (wB97M-V/def2-TZVPD) on a molecular structure, C3H2O4Pm at a distorted geometry.

## Properties
Net charge: 0
Maximum force: 2.800 eV Å⁻¹
⟨S²⟩: 8.756
Kohn-Sham gap (spin up / spin down): 0.219 / 0.224 Eh
2S+1: 6
Highest occupied orbital energy (spin up / spin down): -7.5 / -7.9 eV

CARTESIAN COORDINATES (ANGSTROEM)
1 Pm 1.037 1.624 0.741
2 O -0.123 -0.450 0.068
3 O -1.859 0.513 -0.894
4 O -2.071 -1.586 -0.088
5 O 2.441 0.028 0.315
6 C -1.504 -0.521 -0.319
7 C 0.733 -1.547 0.026
8 C 2.044 -1.204 0.031
9 H 2.791 -2.011 0.063
10 H 0.492 -2.369 -0.680

Cartesian forces, eV/Å:
Pm -0.706 -0.921 -0.685
O 1.457 0.802 0.909
O 0.555 0.975 0.620
O 0.684 0.722 0.116
O 0.222 0.966 0.296
C -2.032 -1.656 -0.983
C 0.906 -0.273 -2.383
C -0.399 -1.184 1.275
H -0.142 0.381 -0.500
H -0.545 0.189 1.335

Just the Löwdin charges please, in e? Sure, here they are: atom 1 (Pm): 1.6211, atom 2 (O): -0.2411, atom 3 (O): -0.0194, atom 4 (O): 0.0355, atom 5 (O): -0.4135, atom 6 (C): -0.7825, atom 7 (C): -0.1407, atom 8 (C): -0.3103, atom 9 (H): 0.1127, atom 10 (H): 0.1382

=====

Q: What is the net charge in the eighth record?
A: 0

=====

What did the fourth record say?
ORCA calculation (wB97M-V/def2-TZVPD) on a molecular structure, C3H2O3 at a distorted geometry.

## Properties
Net charge: 0
Maximum force: 2.762 eV Å⁻¹
Kohn-Sham gap: 0.309 Eh
Highest occupied orbital energy: -9.3 eV

CARTESIAN COORDINATES (ANGSTROEM)
1 O -1.649 -0.674 -0.492
2 O 0.529 1.785 0.645
3 O 1.392 -1.394 -0.736
4 C -0.509 1.302 0.266
5 C 0.562 -0.953 0.163
6 C -0.606 -0.160 -0.136
7 H -1.450 1.869 0.144
8 H 1.730 -1.774 0.145

Cartesian forces, eV/Å:
O 0.107 0.215 0.053
O -0.523 -0.224 -0.230
O 0.033 -0.283 2.198
C 0.303 0.391 0.126
C -1.258 0.767 0.235
C -0.441 0.049 -0.488
H 0.057 0.027 0.050
H 1.722 -0.943 -1.944

Just the Löwdin charges please, in e? Sure, here they are: atom 1 (O): 0.1015, atom 2 (O): 0.0872, atom 3 (O): 0.1252, atom 4 (C): -0.1632, atom 5 (C): -0.0096, atom 6 (C): -0.4006, atom 7 (H): 0.1344, atom 8 (H): 0.1251

=====

Q: What is the formula in the fourth record?
A: C3H2O3

=====

Q: Which value of maximum force does entry 2 give?
A: 0.597 eV Å⁻¹